Formula: C47H100F30N5O5P4
Source: OMol25
Level of theory: the ωB97M-V functional and the def2-TZVPD basis

Last column: Mulliken charge in e.
Positions of all 191 atoms, in Å:
C 0.09 0.78 -1.63  1.358
C 0.03 -0.30 -0.70  -0.381
O -0.32 -0.27 0.45  -0.150
N 0.60 -1.60 -1.18  1.573
H -0.22 -2.17 -1.33  0.348
H 1.11 -1.55 -2.06  -0.038
C 1.48 -2.30 -0.24  -0.595
H -0.66 0.56 -2.41  -0.167
H 1.08 0.76 -2.11  -0.752
H -0.14 1.76 -1.20  -0.449
H 1.02 -2.36 0.75  -0.083
H 2.41 -1.74 -0.15  0.139
H 1.57 -3.35 -0.54  0.582
C -3.43 -0.03 3.46  -0.749
C -2.40 0.60 4.45  -1.047
C -1.23 1.22 3.72  1.032
C 0.01 1.40 4.66  -1.509
N 1.14 2.19 4.14  0.683
C 2.32 2.08 5.04  -0.525
C 3.17 3.26 4.63  -0.167
C 2.27 4.30 4.05  -0.459
C 0.85 3.67 4.09  -0.646
C 1.49 1.69 2.76  -0.120
H -2.88 -0.62 2.73  -0.014
H -4.08 0.72 3.03  0.405
H -4.06 -0.71 4.04  0.338
H -2.10 -0.24 5.07  0.399
H -2.91 1.35 5.05  0.460
H -1.59 2.19 3.38  0.229
H -1.02 0.62 2.83  -0.510
H 0.44 0.44 4.95  0.550
H -0.33 1.91 5.56  0.418
H 2.83 1.17 4.76  0.150
H 2.02 2.18 6.09  0.502
H 3.95 2.93 3.93  -0.363
H 3.77 3.63 5.46  0.551
H 2.58 4.60 3.05  -0.001
H 2.32 5.18 4.70  0.528
H 0.25 3.77 3.18  0.289
H 0.37 3.88 5.05  0.507
H 2.38 2.20 2.41  -0.055
H 0.60 1.84 2.17  0.252
H 1.77 0.63 2.80  -0.334
C -8.15 -1.12 -1.76  -1.083
C -8.75 0.23 -1.20  -0.742
C -7.70 1.34 -0.94  -0.329
C -6.64 1.60 -2.00  -0.515
N -5.63 2.64 -1.67  0.638
C -4.65 2.88 -2.81  -0.757
C -3.53 3.62 -2.19  -0.337
C -3.45 2.99 -0.80  0.845
C -4.74 2.24 -0.56  -0.343
C -6.33 3.94 -1.39  -1.011
H -7.33 -1.46 -1.12  0.159
H -7.80 -0.88 -2.77  0.333
H -8.88 -1.93 -1.81  0.417
H -9.22 -0.01 -0.23  0.357
H -9.46 0.54 -1.97  0.357
H -7.17 1.09 -0.01  0.392
H -8.32 2.21 -0.72  0.207
H -7.01 1.91 -2.97  0.481
H -6.12 0.67 -2.23  -0.008
H -5.20 3.39 -3.60  0.550
H -4.35 1.89 -3.15  0.322
H -3.63 4.70 -2.14  0.423
H -2.62 3.53 -2.78  -0.004
H -3.35 3.75 -0.01  0.153
H -2.59 2.33 -0.68  -0.720
H -5.20 2.54 0.39  0.219
H -4.70 1.15 -0.53  -0.095
H -6.84 4.17 -2.33  0.272
H -5.60 4.69 -1.06  0.388
H -6.97 3.80 -0.52  0.388
C -6.07 -2.45 2.01  -0.650
C -6.02 -3.90 2.39  -0.873
C -4.65 -4.38 3.04  -0.788
C -3.44 -4.17 2.06  -0.155
N -2.14 -4.57 2.62  1.019
C -1.25 -4.90 1.45  -0.156
C -1.54 -6.31 1.01  -0.802
C -2.24 -6.90 2.27  -0.628
C -2.14 -5.81 3.38  -0.841
C -1.53 -3.48 3.39  -1.254
H -5.90 -1.86 2.92  0.204
H -7.04 -2.10 1.66  0.432
H -5.40 -2.13 1.20  0.003
H -6.20 -4.52 1.50  0.351
H -6.87 -4.12 3.05  0.392
H -4.73 -5.44 3.23  0.392
H -4.40 -3.81 3.94  0.304
H -3.37 -3.10 1.87  -0.348
H -3.67 -4.67 1.11  0.537
H -0.22 -4.74 1.73  0.415
H -1.28 -4.11 0.70  -0.241
H -0.61 -6.77 0.67  0.491
H -2.22 -6.36 0.16  0.374
H -1.76 -7.84 2.62  0.497
H -3.29 -7.12 2.06  0.247
H -1.13 -5.94 3.80  0.529
H -2.86 -5.79 4.18  0.446
H -0.56 -3.79 3.79  0.196
H -2.18 -3.28 4.25  0.438
H -1.46 -2.64 2.72  0.395
C 8.23 1.54 -3.81  -1.292
C 8.44 1.28 -2.30  -0.559
C 7.16 0.73 -1.66  0.138
C 7.38 0.46 -0.17  -1.515
N 6.16 0.01 0.61  1.280
C 5.06 1.05 0.61  0.149
C 5.46 2.06 1.63  -0.768
C 6.04 1.20 2.77  -0.306
C 6.54 -0.13 2.08  -0.711
C 5.67 -1.29 0.12  -0.976
H 7.61 2.44 -3.95  0.293
H 7.84 0.66 -4.32  0.290
H 9.21 1.59 -4.30  0.471
H 8.76 2.20 -1.79  0.333
H 9.14 0.46 -2.25  0.296
H 6.99 -0.23 -2.15  0.265
H 6.31 1.38 -1.91  0.109
H 7.87 1.27 0.36  0.609
H 8.07 -0.39 -0.09  0.440
H 4.15 0.48 0.80  -0.155
H 4.91 1.42 -0.40  -0.042
H 4.63 2.72 1.91  0.356
H 6.20 2.72 1.18  0.518
H 5.26 0.92 3.48  -0.056
H 6.86 1.65 3.35  0.531
H 6.05 -1.04 2.45  0.298
H 7.61 -0.30 2.12  0.257
H 5.29 -1.14 -0.90  0.015
H 4.89 -1.60 0.81  0.326
H 6.49 -2.01 0.22  0.312
C 1.99 4.52 -0.10  1.374
O 2.13 4.95 -1.47  -0.500
O 3.01 4.86 0.73  -0.977
C 0.63 5.30 0.50  0.427
F 0.68 5.72 1.82  -0.298
F 0.15 6.25 -0.29  -0.284
F -0.48 4.27 0.55  -0.203
C 1.27 4.32 -2.41  1.143
C 1.60 5.04 -3.74  -1.687
H 0.99 4.67 -4.55  0.299
H 1.37 6.09 -3.62  0.434
H 2.66 4.83 -3.91  0.360
H 0.22 4.46 -2.13  -0.003
H 1.54 3.28 -2.55  -0.347
H 1.73 3.40 -0.12  -0.599
C -0.82 1.47 -6.90  0.106
O -0.94 0.08 -6.32  -0.426
O -1.68 1.70 -7.89  -0.872
C -1.50 2.40 -5.69  0.586
F -2.86 2.39 -5.41  -0.301
F -0.95 2.19 -4.37  -0.148
F -1.23 3.71 -5.89  -0.311
C 0.21 -0.29 -5.59  0.636
C 0.03 -1.73 -5.21  -1.153
H 0.15 -2.34 -6.11  0.404
H 0.77 -2.00 -4.45  0.057
H -0.97 -1.87 -4.79  0.150
H 0.29 0.28 -4.66  -0.303
H 1.11 -0.22 -6.20  0.406
H 0.33 1.69 -7.12  0.149
P 2.44 -2.77 3.79  1.527
F 2.29 -1.79 5.07  -0.476
F 1.51 -3.92 4.51  -0.475
F 1.03 -2.03 3.19  -0.341
F 2.52 -3.62 2.44  -0.286
F 3.27 -1.55 3.08  -0.384
F 3.79 -3.33 4.32  -0.357
P -3.48 -2.03 -2.10  1.566
F -4.01 -1.26 -0.71  -0.494
F -2.13 -2.48 -1.22  -0.637
F -4.21 -3.40 -1.66  -0.373
F -2.91 -2.65 -3.36  -0.424
F -4.82 -1.56 -2.85  -0.443
F -2.74 -0.67 -2.47  -0.494
P 4.51 -4.98 -0.99  1.414
F 4.33 -3.95 0.29  -0.425
F 2.94 -5.50 -0.63  -0.418
F 3.79 -3.84 -1.90  -0.339
F 4.55 -6.06 -2.17  -0.390
F 5.97 -4.42 -1.35  -0.376
F 5.13 -6.05 0.02  -0.410
P 3.72 0.10 -3.80  1.357
F 3.56 0.80 -2.32  -0.224
F 2.80 1.22 -4.42  -0.361
F 5.07 0.98 -4.00  -0.329
F 3.91 -0.66 -5.15  -0.401
F 4.63 -1.04 -3.02  -0.484
F 2.35 -0.79 -3.40  -0.617

E_LUMO: 0.92 eV
F_max: 3.5 eV/Å
E_tot: -6862.987503 hartree
HOMO level: -3.84 eV
charge: -1